(1)
The following is a quantum chemistry calculation of an isolated molecule of C4H7OPS, from the OMol25 dataset.

Results
multiplicity	1
molar mass	134.140	Da
LUMO level	0.7	eV
charge	0
SMILES	C#C[C@@H](C)OSP
E_tot	-971.2618	a.u.
energy relative to the best compared isomer or geometry (same formula, charge and spin)	0.000	eV
orbital gap	9.6	eV
maximum force	3.01	eV/A

Last column: natural (NBO) charge in e.
Geometry (Å):
1 C -2.879 1.085 -1.127  -0.22
2 C -1.890 0.880 -0.453  -0.02
3 C -0.690 0.402 0.367  0.03
4 C -0.902 -1.012 0.866  -0.65
5 O 0.417 0.486 -0.464  -0.64
6 S 1.807 0.315 0.522  0.21
7 P 3.109 -0.009 -1.057  0.21
8 H -3.707 1.249 -1.769  0.24
9 H -0.548 1.135 1.179  0.20
10 H -0.981 -1.837 0.146  0.23
11 H -1.761 -1.237 1.464  0.23
12 H 0.008 -1.263 1.417  0.22
13 H 3.950 -1.110 -0.543  -0.01
14 H 4.067 0.915 -0.548  -0.02

Cartesian forces (eV/Å) of the 6 atoms listed first:
1.5714 -0.2715 0.9255
-0.2842 -0.4857 -0.1994
-2.8372 0.6992 -0.7086
0.8471 -1.2529 0.2414
1.4837 -0.1395 -0.2853
-0.2049 0.1074 -0.2067


(2)
The following is a quantum chemistry calculation of an isolated molecule of C4H7P, from the OMol25 dataset.

Results
multiplicity	1
molar mass	86.074	Da
LUMO level	0.1	eV
charge	0
SMILES	[H]/P=C/C=C/C
E_tot	-497.8679	a.u.
energy relative to the best compared isomer or geometry (same formula, charge and spin)	1.597	eV
orbital gap	8.8	eV
maximum force	3.43	eV/A

Last column: natural (NBO) charge in e.
Geometry (Å):
1 H -4.228 1.017 0.506  -0.04
2 P -3.426 -0.215 -0.023  0.40
3 C -1.943 0.448 0.343  -0.60
4 C -0.716 -0.392 0.088  -0.26
5 C 0.432 0.210 -0.051  -0.14
6 C 1.801 -0.529 -0.069  -0.64
7 H -1.513 1.404 0.774  0.23
8 H -0.813 -1.494 0.135  0.21
9 H 0.518 1.247 0.074  0.18
10 H 1.716 -1.578 0.410  0.21
11 H 2.070 -0.671 -1.153  0.22
12 H 2.387 0.117 0.515  0.22

Cartesian forces (eV/Å) of the 6 atoms listed first:
0.8131 -1.6896 -0.8253
-1.0442 2.4331 1.2157
2.1871 -0.4468 0.0252
-2.3696 -0.3694 0.4810
2.5661 -2.1700 0.5357
-2.7432 -1.6634 -1.2255


(3)
The following is a quantum chemistry calculation of an isolated molecule of C4H7P, from the OMol25 dataset.

Results
multiplicity	1
molar mass	86.074	Da
LUMO level	0.9	eV
charge	0
SMILES	CC1=C[C@@H]1P
E_tot	-497.8098	a.u.
energy relative to the best compared isomer or geometry (same formula, charge and spin)	3.179	eV
orbital gap	9.5	eV
maximum force	5.80	eV/A

Last column: natural (NBO) charge in e.
Geometry (Å):
1 C 0.360 0.614 -1.743  -0.67
2 C -0.394 0.013 -0.718  0.06
3 C -1.333 -0.418 0.133  -0.19
4 C 0.074 -0.707 0.551  -0.52
5 P 1.095 0.043 1.929  0.23
6 H 0.772 1.558 -1.416  0.25
7 H -0.343 0.622 -2.603  0.23
8 H 1.203 -0.112 -2.094  0.24
9 H -2.364 -0.553 0.401  0.23
10 H 0.507 -1.729 0.651  0.19
11 H -0.034 -0.576 2.711  0.00
12 H 0.455 1.244 2.198  -0.04

Cartesian forces (eV/Å) of the 6 atoms listed first:
0.5550 -1.3675 -3.3855
-1.1361 -3.0096 4.8251
2.1485 0.7429 -1.6047
0.1820 0.4837 -0.1676
-2.0023 -1.3253 1.0766
0.0747 0.3231 -0.3148


HOMO level? In order: -0.327, -0.320, -0.314 Eh.